[1]
Formula: C17H22ClN3O
Source: OMol25
Level of theory: wB97M-V/def2-TZVPD

Results
- Energy above the lowest of the compared OMol25 structures with the same formula, charge and spin: 0.251 eV
- HOMO: -8.592 eV
- HOMO-LUMO gap: 0.3481 Ha
- SMILES: CC[C@@H]1CCCCN1Cc1nc(Cc2ccccc2Cl)no1
- LUMO level: 0.880 eV
- F_max: 0.0247 hartree/bohr

```
44
Properties=species:S:1:pos:R:3:forces:R:3
C 6.06404 0.11406 -0.17344 -0.17 -0.06 -0.14
H 6.36277 -0.70786 0.47222 0.10 -0.06 0.08
H 6.15938 1.04164 0.38756 0.06 0.09 0.08
H 6.75313 0.15106 -1.01442 0.12 0.01 0.00
C 4.63518 -0.06898 -0.67033 -0.07 0.07 0.28
H 4.56886 -0.99697 -1.23818 -0.05 0.02 -0.12
H 4.39383 0.75288 -1.34879 -0.03 -0.03 -0.10
C 3.60885 -0.07192 0.48103 0.23 -0.05 0.10
N 2.24051 0.20978 0.07170 -0.03 0.13 0.08
C 2.01235 1.55060 -0.43456 0.04 -0.05 0.05
C 0.60855 1.90959 -0.10055 -0.63 -0.01 -0.22
N -0.46851 1.48293 -0.68456 0.51 -0.02 -0.31
C -1.46882 2.00915 0.07799 0.62 0.46 0.25
N -1.02119 2.72922 1.06691 -1.22 0.22 0.27
O 0.33633 2.67452 0.96018 0.82 -0.16 -0.22
C -2.90186 1.69866 -0.15608 0.05 -0.04 0.12
C -3.11190 0.27131 0.28224 -0.15 -0.05 -0.13
C -3.46326 -0.00570 1.59737 -0.03 -0.08 -0.06
C -3.60488 -1.30760 2.04214 -0.01 0.02 0.08
C -3.38675 -2.36156 1.17112 0.01 0.00 -0.01
C -3.02950 -2.10932 -0.14070 0.02 0.00 -0.03
C -2.89082 -0.80083 -0.57739 -0.09 -0.06 0.26
Cl -2.43457 -0.52748 -2.22143 -0.04 -0.10 -0.31
H -2.85354 -2.92051 -0.82971 0.02 -0.05 -0.08
H -3.49158 -3.38075 1.51050 -0.01 -0.09 0.02
H -3.88116 -1.49869 3.06786 -0.02 -0.02 0.09
H -3.62090 0.81885 2.27673 -0.01 0.10 0.08
H -3.12553 1.80834 -1.21755 -0.03 0.10 0.10
H -3.51387 2.37856 0.43465 -0.04 -0.03 -0.05
H 2.67726 2.25102 0.07415 0.04 -0.04 -0.09
H 2.15046 1.63454 -1.52521 0.02 0.08 0.14
C 1.65057 -0.82042 -0.76358 -0.32 -0.22 0.10
C 1.58127 -2.12852 0.01549 0.18 0.01 -0.25
C 2.97735 -2.53213 0.47457 -0.16 0.08 0.16
C 3.59841 -1.38784 1.26931 0.14 0.06 -0.12
H 4.61538 -1.64157 1.56980 0.04 0.00 0.08
H 3.00709 -1.23137 2.17327 0.04 0.02 0.07
H 3.59484 -2.77000 -0.39370 0.03 -0.08 -0.04
H 2.92696 -3.42677 1.09830 0.07 -0.04 -0.04
H 1.14062 -2.90503 -0.61163 -0.06 -0.02 0.00
H 0.93858 -1.98381 0.88578 -0.08 0.00 0.02
H 2.21951 -0.96526 -1.69707 -0.01 0.02 -0.04
H 0.64342 -0.49633 -1.03291 0.13 -0.10 -0.08
H 3.89191 0.73069 1.17561 0.00 -0.05 -0.06
```
Forces are in eV/Å.

Charges computed using natural (NBO), reported in e: -0.6020, 0.2021, 0.2009, 0.2118, -0.4269, 0.2005, 0.1983, -0.0268, -0.4435, -0.2783, 0.5503, -0.5187, 0.3242, -0.1604, -0.2741, -0.4676, -0.0615, -0.1350, -0.2279, -0.2015, -0.2257, -0.0254, 0.0137, 0.2268, 0.2177, 0.2164, 0.2101, 0.2510, 0.2420, 0.2270, 0.2005, -0.2369, -0.4012, -0.3992, -0.4030, 0.2060, 0.2109, 0.1917, 0.2102, 0.2074, 0.2046, 0.1607, 0.2367, 0.1942

***

[2]
Formula: C3H2CsLiO3
Source: OMol25
Level of theory: wB97M-V/def2-TZVPD

Results
- Energy above the lowest of the compared OMol25 structures with the same formula, charge and spin: 2.984 eV
- HOMO (spin up / spin down): -12.677 / -12.698 eV
- HOMO-LUMO gap (spin up / spin down): 0.3349 / 0.3357 Ha
- 2S+1: 2
- ⟨S²⟩: 0.7500
- LUMO level (spin up / spin down): -3.563 / -3.563 eV
- F_max: 0.0562 hartree/bohr
- Total charge: +1

```
10
Properties=species:S:1:pos:R:3:forces:R:3
H 3.95042 5.81056 1.22400 0.00 0.00 0.00
O 1.64209 1.29016 3.21725 1.24 0.19 -0.11
C 0.29886 1.10386 3.52445 -2.63 -1.12 -0.43
C 2.30946 2.18313 3.88608 0.03 0.51 0.16
O -0.30287 0.26766 2.86417 0.77 0.38 0.19
O -0.19148 1.81832 4.43532 0.57 1.12 1.04
C 2.94450 3.05026 4.44044 -0.37 -0.22 0.22
Cs -4.07037 0.04441 3.77005 0.45 0.01 -0.12
H 3.57050 3.75904 4.95609 -0.18 -0.34 -0.33
Li 0.61949 3.11363 5.50539 0.12 -0.52 -0.62
```
Forces are in eV/Å.

Charges computed using natural (NBO), reported in e: 0.0003, -0.4876, 0.9710, 0.3492, -0.6837, -0.9160, -0.4682, 0.9978, 0.2697, 0.9675

***

[3]
Formula: C3H4N2O2
Source: OMol25
Level of theory: wB97M-V/def2-TZVPD

Results
- Energy above the lowest of the compared OMol25 structures with the same formula, charge and spin: 3.798 eV
- HOMO: -8.176 eV
- HOMO-LUMO gap: 0.3259 Ha
- SMILES: NC1=CN1.O=C=O
- LUMO level: 0.692 eV
- F_max: 0.0143 hartree/bohr

```
11
Properties=species:S:1:pos:R:3:forces:R:3
N -1.98793 -0.42121 -0.37701 0.16 0.09 -0.04
C -0.97841 0.21329 0.26332 0.08 0.12 0.12
C -0.30742 1.13669 0.85198 -0.26 0.09 -0.08
O 2.06956 0.74892 -1.15510 0.07 -0.68 0.27
C 2.19091 -0.31139 -0.66603 0.40 -0.02 -0.27
O 2.54940 -1.37815 -0.33283 -0.14 0.65 -0.25
N 0.35107 -0.22219 0.63436 0.05 -0.19 0.21
H -1.68751 -1.26766 -0.83881 -0.08 0.03 0.02
H -2.61633 0.14638 -0.92654 0.05 0.01 0.10
H 0.05516 2.12771 1.04960 -0.14 -0.13 -0.07
H 0.36151 -0.77238 1.49705 -0.19 0.03 -0.03
```
Forces are in eV/Å.

Charges computed using natural (NBO), reported in e: -0.7967, 0.3319, -0.1881, -0.5627, 1.0445, -0.5593, -0.6495, 0.4004, 0.4005, 0.2407, 0.3385

***

[4]
Formula: C4H6N2O
Source: OMol25
Level of theory: wB97M-V/def2-TZVPD

Results
- Energy above the lowest of the compared OMol25 structures with the same formula, charge and spin: 4.527 eV
- HOMO: -8.305 eV
- HOMO-LUMO gap: 0.3234 Ha
- SMILES: OC1=CN1.CC#N
- LUMO level: 0.496 eV
- F_max: 0.0217 hartree/bohr

```
13
Properties=species:S:1:pos:R:3:forces:R:3
C 2.24330 0.00119 -0.21800 0.02 0.04 0.07
C 1.67032 -0.89944 -1.21522 -0.37 -0.61 -0.69
N 1.20060 -1.60466 -2.00326 0.45 0.68 0.77
C -1.41937 -0.36229 -0.19547 -0.23 0.10 -0.18
C -1.91407 0.55397 0.54475 0.08 -0.30 -0.17
O -2.77694 1.49642 0.89073 0.06 -0.07 -0.16
N -0.68773 0.08014 1.12169 -0.01 0.01 0.41
H 3.01337 0.62632 -0.67898 -0.15 -0.09 0.08
H 2.68977 -0.58264 0.59208 -0.04 0.07 -0.15
H 1.43998 0.60942 0.21304 0.18 -0.10 -0.10
H -1.14221 -0.91794 -1.07195 -0.05 0.08 0.11
H -3.40979 1.60478 0.16583 0.03 0.04 0.12
H -0.90722 -0.60527 1.85476 0.04 0.14 -0.12
```
Forces are in eV/Å.

Charges computed using natural (NBO), reported in e: -0.7393, 0.3112, -0.3689, -0.2291, 0.4334, -0.6345, -0.6446, 0.2483, 0.2524, 0.2909, 0.2572, 0.4992, 0.3239

***

[5]
Formula: ClFIPS
Source: OMol25
Level of theory: wB97M-V/def2-TZVPD

Results
- Energy above the lowest of the compared OMol25 structures with the same formula, charge and spin: 0.000 eV
- HOMO (spin up / spin down): -8.499 / -9.255 eV
- HOMO-LUMO gap (spin up / spin down): 0.3075 / 0.2432 Ha
- 2S+1: 3
- ⟨S²⟩: 2.0066
- LUMO level (spin up / spin down): -0.132 / -2.638 eV
- F_max: 0.0289 hartree/bohr

```
5
Properties=species:S:1:pos:R:3:forces:R:3
F -1.91680 -2.05270 -0.44411 0.66 0.88 0.87
P -1.14066 -0.99564 0.56210 -0.66 -1.05 -0.82
S 1.07266 1.35473 0.08717 0.12 -0.12 -0.10
Cl 2.64948 2.53297 0.21767 0.18 0.18 0.07
I -2.29062 1.02108 0.00293 -0.31 0.11 -0.02
```
Forces are in eV/Å.

Charges computed using natural (NBO), reported in e: -0.5951, 0.7348, 0.0541, -0.0976, -0.0961

***

[6]
Formula: C28H32N4O4
Source: OMol25
Level of theory: wB97M-V/def2-TZVPD

Results
- Energy above the lowest of the compared OMol25 structures with the same formula, charge and spin: 0.899 eV
- HOMO: -9.023 eV
- HOMO-LUMO gap: 0.3503 Ha
- SMILES: Cc1ccc(C)c(N(C(=O)CNC(=O)c2ccco2)[C@H](C(=O)NC2CCCCC2)c2ccncc2)c1
- LUMO level: 0.509 eV
- F_max: 0.0255 hartree/bohr

```
68
Properties=species:S:1:pos:R:3:forces:R:3
C -6.12811 -1.90741 -0.74217 -0.04 0.08 -0.01
C -4.79077 -1.43063 -1.21924 0.05 -0.05 -0.03
C -3.79568 -1.08361 -0.31807 0.07 0.04 -0.14
C -2.56083 -0.61881 -0.75215 -0.34 -0.16 -0.32
C -2.28075 -0.50210 -2.11427 -0.04 -0.04 0.13
C -3.28639 -0.84896 -3.00867 0.00 0.03 0.05
C -4.51865 -1.29941 -2.57533 0.01 -0.01 0.10
H -5.27819 -1.55901 -3.29805 -0.09 -0.04 -0.09
H -3.09310 -0.76715 -4.06828 0.04 0.01 -0.11
C -0.94174 -0.04434 -2.59334 0.05 0.02 0.02
H -0.83700 -0.22640 -3.65996 0.02 0.01 -0.07
H -0.81926 1.02341 -2.41535 0.09 0.10 -0.06
H -0.14650 -0.56605 -2.06242 0.07 0.02 -0.03
N -1.59288 -0.24573 0.22725 -0.16 0.44 -0.20
C -0.95167 -1.15459 0.98636 0.04 -0.63 0.23
O -0.23408 -0.86799 1.92628 0.04 -0.02 -0.10
C -1.11772 -2.62318 0.55752 0.28 0.14 -0.17
N 0.13917 -3.30122 0.77143 -0.12 -0.09 0.12
C 1.26218 -2.74902 0.25519 -0.27 -0.55 0.23
O 1.23239 -1.80475 -0.52122 0.16 0.07 -0.10
C 2.51283 -3.39335 0.66196 1.07 0.56 -0.50
C 3.80485 -3.10623 0.30061 -0.94 -0.04 0.11
C 4.62059 -4.02279 0.99603 -0.25 -0.39 0.35
C 3.77130 -4.79703 1.72891 0.83 0.07 -0.14
O 2.49905 -4.42862 1.53664 -0.53 -0.01 0.06
H 3.94872 -5.61324 2.40157 -0.09 -0.10 0.10
H 5.68772 -4.09591 0.95841 0.21 -0.08 0.04
H 4.11210 -2.33814 -0.37814 -0.01 0.19 -0.15
H 0.23115 -3.94161 1.54317 0.04 0.05 -0.05
H -1.89396 -3.10154 1.15439 0.01 0.01 -0.07
H -1.38303 -2.67893 -0.50180 -0.06 -0.05 0.20
C -1.45882 1.18579 0.50290 0.15 0.29 0.10
C -1.60597 1.46926 1.98539 -0.16 0.24 0.33
C -2.81304 1.17963 2.61379 0.23 0.09 -0.05
C -2.94159 1.43775 3.96765 -0.22 -0.14 -0.18
N -1.97675 1.95974 4.70439 -0.10 0.07 0.54
C -0.83525 2.24611 4.10422 0.29 0.07 -0.24
C -0.59465 2.02388 2.75708 -0.31 0.02 -0.01
H 0.36052 2.27322 2.32634 0.14 0.03 -0.02
H -0.07030 2.67434 4.73875 0.13 0.04 -0.03
H -3.86439 1.22005 4.49059 -0.11 -0.04 -0.04
H -3.63909 0.76458 2.05535 -0.10 -0.04 -0.05
H -2.29373 1.68012 -0.01033 0.27 -0.09 0.06
C -0.18108 1.85516 -0.05119 -0.32 -0.39 0.03
O -0.24315 3.01940 -0.40378 -0.06 0.37 -0.03
N 0.92043 1.10124 -0.07231 0.22 -0.26 0.06
H 0.86641 0.12851 0.18758 -0.09 0.03 0.03
C 2.22615 1.56325 -0.52359 -0.18 0.49 -0.10
C 2.19362 2.00308 -1.98924 0.23 -0.21 0.01
C 3.58067 2.45044 -2.43880 -0.18 0.22 -0.03
C 4.08599 3.58986 -1.55997 0.24 -0.24 0.02
C 4.12114 3.15359 -0.09899 -0.18 0.22 -0.02
C 2.73623 2.70683 0.35708 0.24 -0.21 0.02
H 2.77263 2.37566 1.39789 -0.07 0.00 0.03
H 2.03617 3.54012 0.28309 -0.04 0.00 0.05
H 4.46565 3.97756 0.52905 0.07 -0.05 0.04
H 4.82691 2.32678 0.01657 0.10 -0.02 0.03
H 5.08338 3.89694 -1.88229 -0.02 0.08 -0.02
H 3.41843 4.44742 -1.66342 -0.01 0.10 -0.03
H 3.54173 2.77197 -3.48152 0.05 -0.07 -0.04
H 4.27330 1.60727 -2.37434 0.09 -0.05 -0.05
H 1.84795 1.17228 -2.60713 -0.08 -0.01 -0.02
H 1.48839 2.82872 -2.08960 -0.06 -0.02 -0.02
H 2.89619 0.70287 -0.42536 -0.03 0.03 0.00
H -3.97456 -1.17806 0.74400 -0.02 0.01 0.14
H -6.54434 -2.64044 -1.42922 -0.07 -0.07 0.00
H -6.82308 -1.06909 -0.68548 -0.10 -0.01 0.04
H -6.05386 -2.35148 0.24756 -0.05 -0.05 0.06
```
Forces are in eV/Å.

Charges computed using natural (NBO), reported in e: -0.6263, -0.0312, -0.1809, 0.1298, -0.0187, -0.1830, -0.2027, 0.2122, 0.2125, -0.6439, 0.2170, 0.2289, 0.2503, -0.4748, 0.6996, -0.6301, -0.3116, -0.5863, 0.6555, -0.6572, 0.1488, -0.2319, -0.3159, 0.1203, -0.3960, 0.2079, 0.2351, 0.2429, 0.4147, 0.2324, 0.2285, -0.1550, 0.0505, -0.2622, 0.0377, -0.4216, 0.0443, -0.2299, 0.2255, 0.1897, 0.1879, 0.2079, 0.2506, 0.6903, -0.6496, -0.6281, 0.4412, -0.0267, -0.4200, -0.3933, -0.3966, -0.3935, -0.4198, 0.2054, 0.2266, 0.2089, 0.1878, 0.2041, 0.1982, 0.2081, 0.1876, 0.2078, 0.2260, 0.2006, 0.2056, 0.2192, 0.2238, 0.2151

***

Please write out number 2 again, unchanged.
Formula: C3H2CsLiO3
Source: OMol25
Level of theory: wB97M-V/def2-TZVPD

Results
- Energy above the lowest of the compared OMol25 structures with the same formula, charge and spin: 2.984 eV
- HOMO (spin up / spin down): -12.677 / -12.698 eV
- HOMO-LUMO gap (spin up / spin down): 0.3349 / 0.3357 Ha
- 2S+1: 2
- ⟨S²⟩: 0.7500
- LUMO level (spin up / spin down): -3.563 / -3.563 eV
- F_max: 0.0562 hartree/bohr
- Total charge: +1

```
10
Properties=species:S:1:pos:R:3:forces:R:3
H 3.95042 5.81056 1.22400 0.00 0.00 0.00
O 1.64209 1.29016 3.21725 1.24 0.19 -0.11
C 0.29886 1.10386 3.52445 -2.63 -1.12 -0.43
C 2.30946 2.18313 3.88608 0.03 0.51 0.16
O -0.30287 0.26766 2.86417 0.77 0.38 0.19
O -0.19148 1.81832 4.43532 0.57 1.12 1.04
C 2.94450 3.05026 4.44044 -0.37 -0.22 0.22
Cs -4.07037 0.04441 3.77005 0.45 0.01 -0.12
H 3.57050 3.75904 4.95609 -0.18 -0.34 -0.33
Li 0.61949 3.11363 5.50539 0.12 -0.52 -0.62
```
Forces are in eV/Å.

Charges computed using natural (NBO), reported in e: 0.0003, -0.4876, 0.9710, 0.3492, -0.6837, -0.9160, -0.4682, 0.9978, 0.2697, 0.9675